DFT (ωB97M-V/def2-TZVPD) results for an isolated molecule of C4H6Cl2O2 in a non-equilibrium geometry.

Bonds (Å) are listed after each position.
Positions of all 14 atoms, in Å:
1 O -2.1981 1.0853 1.0724  C2 1.508, H9 1.187
2 C -1.3691 1.4879 -0.1211  O1 1.508, C3 1.608, H10 1.165, H11 1.143
3 C -0.4101 0.2192 -0.3589  C2 1.608, Cl4 1.880, C5 1.269
4 Cl -1.2712 -1.3416 -0.9550  C3 1.880
5 C 0.8492 0.0705 -0.4171  C3 1.269, Cl6 1.818, C7 1.505
6 Cl 1.7346 1.6500 -0.5848  C5 1.818
7 C 1.5807 -1.2394 -0.2974  C5 1.505, O8 1.545, H12 1.150, H13 1.127
8 O 1.9224 -1.4131 1.1996  C7 1.545, H14 1.073
9 H -2.5551 -0.0452 1.0177  O1 1.187
10 H -1.9954 1.8150 -1.0471  C2 1.165
11 H -0.8866 2.4987 0.1059  C2 1.143
12 H 2.5520 -0.9579 -0.8460  C7 1.150
13 H 1.0318 -2.2025 -0.4988  C7 1.127
14 H 1.0150 -1.6271 1.7306  O8 1.073

Values from the calculation:
**Lowest unoccupied orbital energy**: 0.08 eV
**Kohn-Sham gap**: 10.05 eV
**Total charge**: 0
**SMILES**: OC/C(Cl)=C(\Cl)CO
**ΔE to the lowest compared entry with this formula, charge and spin**: 288.6 kJ/mol
**HOMO level**: -9.966 eV

natural (NBO) atomic charge list, values in e, 4 entries: O -0.732; C -0.111; C 0.030; Cl -0.095